Molecular formula: C16H50N2O9
Method: DFT, wB97M-V/def2-TZVPD

Summary:
**Gap between HOMO and LUMO**: 10.0 eV
**Electronic energy**: -38808.4066 eV
**Net charge**: 0
**HOMO energy**: -9.9765 eV
**Relative energy (zero: lowest compared OMol25 entry of this formula, charge and spin)**: 1.170 eV
**Structure (SMILES)**: NC(N)=O.CC(C)O.CC(C)O.CC(C)O.CC(C)O.CC(C)O.O.O.O

Last column: Löwdin charge in e.
Geometry (Å):
O -5.979 -3.908 2.798  -0.0526
O 3.093 -1.835 7.445  -0.0667
O 2.033 -8.365 0.859  -0.0403
O -2.486 3.776 -7.396  -0.0275
O -1.563 3.931 1.055  -0.0662
O 4.828 3.820 -2.117  -0.0763
O -0.121 -5.570 -4.457  -0.0534
O -3.740 -7.561 0.050  -0.0516
O -1.689 -2.675 -1.014  0.0598
N -1.858 -1.027 0.440  0.1797
N -0.529 -0.886 -1.303  0.1545
C 1.225 -7.086 2.746  -0.0486
C -4.065 4.542 -5.644  -0.0480
C 1.253 -1.060 6.257  -0.0556
C 2.239 -0.691 7.381  -0.4922
C 4.667 5.465 -3.961  -0.0416
C 1.691 -0.490 8.740  -0.0730
C -2.004 6.242 0.268  -0.0483
C -2.565 4.358 -6.160  -0.5261
C 2.931 -9.013 2.991  -0.0690
C -1.924 5.724 -6.134  -0.0689
C -3.817 4.405 0.428  -0.0664
C 4.089 4.110 -3.301  -0.4426
C -1.417 -1.593 -0.634  -0.8394
C -2.368 4.722 0.174  -0.4768
C 4.412 2.923 -4.139  -0.0944
C 2.420 -7.858 2.105  -0.4906
H 0.482 -1.783 6.521  0.0751
H -5.514 -4.313 2.067  0.0246
H -1.982 3.745 -5.473  0.1263
H 3.011 -8.678 4.025  0.0714
H 0.267 -7.600 2.674  0.0730
H 0.603 -6.108 -4.137  0.0257
H 2.303 -9.899 2.889  0.0774
H 3.334 -7.266 2.086  0.1282
H -4.124 5.002 -4.657  0.0660
H -2.514 6.785 -0.527  0.0721
H 5.711 3.584 -2.411  0.0770
H 2.470 -7.880 0.155  0.0911
H -5.795 -4.477 3.546  0.0275
H 2.765 0.217 7.087  0.1322
H -1.839 6.131 -5.126  0.0765
H 2.542 -0.618 9.409  0.0817
H 3.957 5.981 -4.609  0.0655
H -2.181 4.349 -0.833  0.1209
H 3.056 4.270 -2.993  0.1355
H -0.894 4.444 1.515  0.0790
H 3.999 2.937 -5.148  0.0806
H -4.533 5.225 0.358  0.0808
H -0.868 5.571 -6.354  0.0800
H 0.931 -1.174 9.117  0.0841
H 3.943 -1.643 7.847  0.0849
H -2.910 2.921 -7.497  0.1001
H 5.019 6.152 -3.192  0.0651
H 1.433 -6.924 3.803  0.0694
H 5.595 5.300 -4.508  0.0645
H -1.361 -0.163 0.598  0.1052
H -2.535 6.401 -6.731  0.0868
H -4.185 3.531 -0.109  0.0747
H -2.798 -1.203 0.767  0.1267
H 1.000 -6.172 2.196  0.0684
H 5.478 2.782 -4.314  0.0841
H -3.119 -6.834 0.014  0.0272
H 4.010 1.997 -3.727  0.0827
H 0.679 -0.194 5.928  0.0716
H -2.444 6.685 1.162  0.0783
H -3.935 -7.665 0.982  0.0241
H -0.474 -5.152 -3.671  0.0259
H -4.654 5.143 -6.336  0.0726
H 1.207 0.486 8.781  0.0829
H 3.917 -9.417 2.760  0.0700
H -4.588 3.591 -5.541  0.0622
H 0.152 -1.394 -1.849  0.1169
H 1.679 -1.501 5.356  0.0748
H -0.945 6.462 0.138  0.0743
H -0.263 0.015 -0.931  0.0988
H -3.843 3.955 1.420  0.0775



Molecular formula: C16H50N3O8
Method: DFT, wB97M-V/def2-TZVPD

Summary:
**Gap between HOMO and LUMO**: 8.9 eV
**Electronic energy**: -38231.9906 eV
**Net charge**: +1
**HOMO energy**: -11.0722 eV
**Relative energy (zero: lowest compared OMol25 entry of this formula, charge and spin)**: 5.285 eV

Last column: Löwdin charge in e.
Geometry (Å):
O 45.142 27.620 42.618  -0.1955
O 50.687 21.355 41.802  -0.1368
O 47.369 32.599 48.318  -0.1984
O 45.056 24.146 46.050  -0.0373
O 46.471 27.290 46.678  -0.1155
O 52.042 27.247 44.560  -0.2055
O 48.209 27.896 42.887  -0.2072
O 45.971 23.358 41.695  -0.1688
N 47.121 25.564 43.947  0.3329
N 50.017 24.511 43.713  -0.0754
N 48.446 30.798 45.343  -0.0572
C 44.251 23.522 45.020  -0.0833
C 51.469 20.246 41.847  -0.1082
C 49.911 23.450 42.724  -0.2034
C 47.486 33.820 48.914  -0.1688
C 48.682 29.220 43.382  -0.1742
C 51.084 26.298 44.864  -0.2311
C 45.199 27.678 47.272  -0.0861
C 43.938 27.605 43.420  -0.1465
C 51.244 25.277 43.683  -0.1626
C 46.239 22.019 41.150  -0.0975
C 47.671 31.138 46.589  -0.1760
C 48.707 27.764 41.536  -0.0916
C 52.163 28.266 45.526  -0.0464
C 48.028 29.504 44.749  -0.2034
C 48.092 32.502 47.080  -0.1811
C 50.780 22.198 42.877  -0.2199
H 47.818 26.156 44.397  0.1010
H 52.871 28.841 44.930  0.1234
H 52.148 24.572 43.770  0.1404
H 46.150 25.911 44.324  0.1580
H 47.526 33.177 46.503  0.1177
H 48.337 31.460 44.596  0.1003
H 44.940 23.825 46.789  -0.0679
H 51.323 19.815 42.678  0.0203
H 44.156 27.904 44.502  0.0848
H 44.927 28.412 42.003  0.1266
H 48.670 33.882 49.072  0.1240
H 51.356 25.769 45.823  0.1407
H 43.180 28.213 42.900  0.0798
H 48.946 23.232 42.708  0.0554
H 50.221 26.916 44.968  0.0915
H 47.223 21.827 40.501  0.1387
H 50.012 23.998 44.621  0.1306
H 47.414 34.846 48.445  0.0929
H 45.089 28.578 47.362  -0.0337
H 52.482 28.005 46.424  0.0552
H 47.258 24.432 44.148  0.2263
H 52.503 20.402 42.115  0.1002
H 44.399 27.063 46.984  0.0624
H 45.491 21.722 40.465  0.0660
H 43.350 23.297 45.362  0.0264
H 46.107 21.569 41.965  -0.0097
H 43.555 26.476 43.326  0.1032
H 47.097 25.611 43.086  -0.0353
H 50.584 21.654 43.884  0.1525
H 45.368 23.808 41.032  0.1035
H 51.349 26.031 42.923  0.1118
H 48.652 26.853 41.081  0.0474
H 46.957 27.307 47.462  0.0361
H 46.999 29.723 44.527  0.1035
H 46.563 31.169 46.352  0.1342
H 49.742 29.301 43.291  0.1093
H 44.174 24.234 44.146  0.0901
H 44.562 22.487 44.882  0.0899
H 45.260 27.515 48.476  0.1496
H 51.429 19.817 40.897  0.0984
H 48.380 30.064 42.830  0.1019
H 49.089 32.575 47.083  0.0900
H 48.277 28.575 45.434  0.1334
H 47.677 30.423 47.306  0.0779
H 49.785 27.971 41.505  0.0961
H 46.808 33.844 49.777  0.0908
H 51.282 28.652 45.543  0.0185
H 51.858 22.620 43.093  0.1408
H 49.770 23.855 41.870  0.0676
H 48.308 28.366 40.753  0.0825



Molecular formula: C16H51BO8PtSr
Method: DFT, wB97M-V/def2-TZVPD

Summary:
**Gap between HOMO and LUMO (spin up / spin down)**: 6.5 / 4.2 eV
**Electronic energy**: -38536.5004 eV
**Multiplicity**: 3
**Net charge**: +2
**HOMO energy (spin up / spin down)**: -13.7749 / -13.7749 eV
**Relative energy (zero: lowest compared OMol25 entry of this formula, charge and spin)**: 3.761 eV
**<S²>**: 2.010

Last column: Mulliken spin population.
Geometry (Å):
Pt 0.599 4.359 -0.740  1.5272
Sr -3.041 3.220 -0.775  0.0013
O -4.694 1.224 -0.607  0.0001
O -3.866 -2.815 0.143  0.0000
O 1.435 0.988 -4.004  -0.0004
O 2.399 -5.324 2.527  0.0000
O 0.583 -3.913 -2.997  0.0000
O -0.630 2.410 -0.431  0.2730
O 2.057 2.837 -1.540  0.0380
O 1.188 0.432 5.081  0.0001
C -4.799 0.201 -1.598  0.0004
C 0.576 0.525 0.676  -0.0085
C 0.582 -3.231 -1.757  0.0000
C -2.138 -2.701 1.860  0.0000
C 1.961 -2.648 -1.534  0.0000
C 0.353 2.587 5.672  0.0000
C 2.371 -2.936 2.141  0.0002
C 3.355 2.234 -1.285  -0.0019
C -3.474 0.018 -2.334  0.0021
C 4.079 2.986 -0.164  0.0121
C -0.100 -0.821 -4.250  0.0003
C 1.164 1.779 4.667  0.0015
C 0.299 0.375 -3.401  -0.0078
C -2.897 -1.977 0.765  0.0013
C 2.151 -4.330 1.537  0.0000
C -0.579 1.503 0.631  -0.0088
B -1.501 5.290 -0.835  0.0423
H -2.600 5.537 -0.855  0.0057
H -1.616 -1.991 2.502  0.0000
H -1.233 4.743 0.111  0.0204
H -3.251 0.780 -3.094  -0.0002
H 0.795 1.961 3.646  0.0010
H 4.175 4.028 -0.473  0.0005
H -2.623 -0.036 -1.643  0.0000
H 0.803 2.582 6.663  0.0000
H 1.888 0.002 4.576  0.0000
H 0.738 -1.514 -4.350  0.0000
H 0.524 0.023 -2.387  0.0013
H -0.723 6.131 -1.055  0.0108
H 1.139 -4.696 -2.943  0.0000
H 3.520 2.951 0.772  -0.0048
H -0.308 -0.570 -5.291  -0.0001
H 2.691 -3.459 -1.402  0.0000
H 0.135 3.633 5.444  0.0000
H 1.196 1.813 -4.433  0.0000
H -0.643 2.142 5.763  0.0000
H 1.086 -4.384 1.284  0.0000
H 3.416 -2.643 1.993  0.0000
H 0.477 -0.015 1.620  0.0001
H 2.150 -2.121 -0.593  0.0000
H -0.557 1.064 -3.395  0.0031
H 0.595 -0.174 -0.159  0.0043
H 1.490 2.119 -1.867  0.0002
H 2.172 2.215 4.692  -0.0001
H 5.073 2.564 -0.041  0.0002
H -1.456 -3.420 1.404  0.0000
H -0.917 -1.351 -3.753  0.0001
H 3.237 1.185 -1.021  0.0008
H 2.361 -2.118 -2.400  0.0000
H -2.805 -3.301 2.477  0.0000
H -0.138 -2.409 -1.766  -0.0001
H -0.566 2.080 1.570  0.0071
H -3.378 -0.919 -2.886  0.0000
H 0.349 -3.913 -0.935  0.0000
H -4.730 -2.654 0.530  0.0000
H -2.284 -1.477 0.009  0.0000
H 3.936 2.353 -2.198  0.0020
H -5.002 -0.765 -1.134  0.0002
H 1.826 -2.090 1.700  -0.0002
H -4.722 0.847 0.280  -0.0003
H 2.133 -2.858 3.202  0.0000
H -1.494 0.879 0.664  0.0373
H -3.459 -1.108 1.156  -0.0004
H 1.665 -5.348 3.146  0.0000
H 2.859 -4.530 0.742  0.0000
H -5.573 0.357 -2.349  0.0000
H 1.532 1.055 0.713  0.0006
H -1.313 4.550 -1.684  0.0380



Molecular formula: C16H51F5NO25P
Method: DFT, wB97M-V/def2-TZVPD

Summary:
**Gap between HOMO and LUMO**: 7.2 eV
**Electronic energy**: -92972.7824 eV
**Net charge**: 0
**HOMO energy**: -9.2587 eV

Last column: Löwdin charge in e.
Geometry (Å):
P -2.617 1.573 -1.682  0.8380
F -2.524 -1.439 2.195  0.1563
F -2.215 0.861 2.848  0.1197
F -4.265 -0.653 1.193  0.1951
F -3.442 1.705 1.288  0.1268
F -2.459 -1.117 0.085  0.1893
O -3.831 0.337 -5.174  -0.0596
O 7.466 -1.757 -4.035  -0.0694
O 0.789 -6.026 1.766  -0.0553
O 2.871 4.786 9.786  -0.0682
O 2.786 -0.538 -4.386  0.2111
O -5.649 2.127 -2.174  -0.0761
O 0.494 1.432 7.407  -0.0385
O 4.435 2.429 -5.313  -0.0443
O -0.283 -0.736 -3.623  -0.0489
O -5.940 -0.749 -7.832  -0.0455
O -1.246 3.581 -5.383  -0.0561
O 0.186 1.678 2.615  0.1482
O -0.838 -3.842 1.333  -0.0636
O -2.815 0.301 -2.434  -0.4196
O -3.954 0.537 5.137  -0.0507
O 1.127 3.141 5.068  -0.0547
O 2.101 5.421 6.634  -0.0634
O 0.204 2.683 -2.082  0.1140
O -5.930 -2.109 -5.102  -0.0513
O 4.347 -0.524 5.158  -0.0453
O -2.774 -2.763 -5.311  -0.0526
O -2.052 -2.838 4.864  -0.0537
O 0.643 5.295 -0.155  -0.0540
O 4.878 -2.538 -5.371  -0.0511
O 0.665 -5.876 -1.285  -0.0513
N 2.534 1.213 -2.806  0.2081
C -2.942 -0.630 1.212  -0.5416
C 3.497 0.181 -0.806  0.0163
C 2.705 0.222 -3.516  -0.2982
C 1.306 0.822 0.719  -0.0174
C 0.153 1.876 -1.189  -0.3143
C 1.333 1.158 -0.639  -0.0231
C 3.452 -0.158 0.532  0.0089
C 0.119 1.259 1.489  -0.2339
C -1.188 1.222 0.750  0.0041
C 2.441 0.848 -1.409  -0.1694
C -1.177 1.534 -0.550  -0.1111
C 1.808 -1.685 2.945  -0.1334
C -2.437 0.837 1.514  -0.3694
C 2.356 -0.292 2.769  -0.1431
C 2.358 0.142 1.334  -0.1417
C 1.754 -2.619 2.001  0.0109
H 2.719 5.767 5.985  0.0353
H -3.465 0.424 -4.284  -0.0218
H 5.215 -1.784 -5.864  0.0394
H -5.672 -1.496 -8.378  0.0497
H 0.598 -6.794 2.315  0.0494
H 0.926 4.546 -0.690  0.0033
H -6.559 2.434 -2.244  0.0481
H 0.379 -6.221 0.914  0.0144
H 3.385 -0.347 3.114  0.0925
H -0.886 -4.559 1.975  0.0294
H -2.801 -3.714 -5.165  0.0367
H 3.831 2.094 -4.642  -0.0072
H 4.374 -0.069 -1.387  0.1286
H 1.819 -2.425 0.939  0.0637
H 2.635 5.305 9.005  0.0078
H -3.705 -2.511 -5.360  -0.0097
H 2.043 4.377 10.051  0.0227
H 1.116 6.045 -0.527  0.0387
H 4.541 -1.212 5.802  0.0426
H 0.653 2.995 4.242  0.0141
H -2.347 -2.255 4.157  -0.0025
H 1.499 4.866 6.116  0.0019
H 6.909 -2.354 -4.554  0.0020
H -2.864 -3.125 5.292  0.0374
H 1.034 -5.774 -2.167  0.0414
H -0.294 -1.688 -3.487  0.0381
H -4.118 -0.579 -5.213  -0.0174
H -3.724 0.558 4.204  -0.0052
H -3.790 2.024 -1.085  0.0156
H 4.341 -2.139 -4.677  0.0139
H 4.304 -0.676 0.947  0.1329
H -1.215 -0.495 -3.693  0.0007
H -2.299 2.572 -2.613  0.0389
H -5.714 1.173 -2.051  0.0412
H 1.865 0.417 3.422  0.1028
H 0.842 1.515 8.299  0.0484
H -0.872 3.659 -4.499  0.0104
H 1.425 -1.941 3.925  0.1033
H 8.085 -1.384 -4.670  0.0309
H -5.402 -0.015 -8.146  0.0538
H -3.947 1.462 5.404  0.0405
H 0.879 2.387 5.622  0.0094
H -1.556 2.670 -5.441  0.0268
H 0.507 -4.973 -0.982  0.0294
H -1.753 -3.628 1.122  0.0265
H 0.218 0.512 7.333  0.0505
H 1.613 -3.647 2.291  0.0382
H -6.746 -2.512 -4.792  0.0458
H -6.202 -1.546 -5.843  0.0147
H 4.876 1.648 -5.660  0.0290
H 5.073 0.102 5.251  0.0459



Molecular formula: C16H52AsF6N6O10
Method: DFT, wB97M-V/def2-TZVPD

Summary:
**Gap between HOMO and LUMO**: 9.5 eV
**Electronic energy**: -124002.3910 eV
**Net charge**: -1
**HOMO energy**: -7.4029 eV
**Relative energy (zero: lowest compared OMol25 entry of this formula, charge and spin)**: 0.906 eV

Last column: Löwdin charge in e.
Geometry (Å):
As -9.052 30.252 20.157  0.8384
F -9.348 30.186 21.875  -0.2396
F -7.797 29.030 20.446  -0.2671
F -10.316 31.436 19.976  -0.2346
F -8.784 30.227 18.423  -0.2299
F -10.179 28.889 19.895  -0.2540
F -7.858 31.510 20.366  -0.2454
O -9.958 34.598 24.119  0.0074
O -3.703 33.381 23.336  -0.0488
O -14.608 29.950 19.397  -0.1340
O -9.784 26.752 18.191  -0.1320
O -14.015 31.067 21.787  -0.0636
O -9.118 26.419 24.603  0.0010
O -7.379 32.093 16.022  -0.1307
O -12.438 33.133 16.024  0.0021
O -6.331 26.900 19.613  -0.0492
O -8.465 29.177 15.379  -0.1363
N -8.907 33.454 22.398  0.1680
N -10.485 32.652 14.940  0.1537
N -10.628 32.360 17.161  0.1697
N -9.186 32.493 24.386  0.1581
N -8.613 27.702 22.778  0.1661
N -8.088 25.483 22.790  0.1461
C -13.380 29.395 18.956  -0.1517
C -4.718 32.806 24.144  -0.4999
C -4.002 32.098 25.286  -0.0608
C -8.628 26.556 23.486  -0.6752
C -4.632 26.641 21.362  -0.0606
C -6.737 32.531 17.209  -0.1483
C -12.426 32.923 22.219  -0.0501
C -13.816 32.320 22.439  -0.4838
C -9.890 29.136 15.540  -0.1509
C -14.202 32.097 23.892  -0.0603
C -5.584 31.859 23.315  -0.0622
C -4.435 28.460 19.460  -0.0540
C -4.982 27.125 19.966  -0.5047
C -10.451 25.671 18.825  -0.1644
C -9.438 33.597 23.638  -0.7125
C -11.259 32.778 16.046  -0.6915
H -12.222 33.836 22.776  0.0759
H -9.241 32.468 25.385  0.1027
H -6.759 31.908 15.311  0.0905
H -9.635 32.208 17.232  0.0553
H -14.519 33.035 21.994  0.1318
H -13.491 31.405 24.354  0.0823
H -4.827 29.323 20.010  0.0660
H -13.570 28.446 18.439  0.0749
H -10.330 29.915 14.901  0.0573
H -4.831 25.574 21.460  0.0735
H -9.835 27.490 18.817  0.0182
H -5.422 33.532 24.569  0.1332
H -5.036 31.224 22.621  0.0833
H -7.758 25.631 21.852  0.0739
H -6.257 31.308 23.978  0.0741
H -12.363 33.189 21.160  0.0784
H -15.240 31.768 23.913  0.0748
H -8.137 27.820 21.911  0.0461
H -8.773 31.700 23.928  0.0705
H -14.089 32.926 24.596  0.0761
H -9.193 28.422 23.164  0.0881
H -8.248 29.790 16.090  0.0219
H -3.619 32.859 25.966  0.0755
H -13.567 31.185 20.937  0.0688
H -5.104 27.235 22.148  0.0758
H -4.624 28.684 18.409  0.0765
H -10.205 24.785 18.239  0.0722
H -4.109 33.543 22.478  0.0854
H -10.057 29.421 16.576  0.0570
H -7.562 32.901 17.815  0.0699
H -9.091 34.288 21.863  0.1137
H -3.345 28.532 19.518  0.0730
H -10.196 25.589 19.883  0.0715
H -7.959 24.610 23.261  0.0906
H -3.555 26.653 21.564  0.0732
H -11.656 32.190 22.466  0.0702
H -4.651 31.443 25.870  0.0757
H -12.754 29.113 19.807  0.0703
H -3.228 31.458 24.861  0.0827
H -8.614 32.582 21.993  0.0398
H -12.892 30.099 18.282  0.0776
H -6.338 32.409 22.741  0.0533
H -9.512 32.447 15.092  0.0695
H -4.469 26.398 19.319  0.1279
H -6.122 33.433 17.093  0.0763
H -6.083 31.811 17.698  0.0803
H -10.875 32.880 14.047  0.1021
H -10.314 28.220 15.131  0.0781
H -11.020 32.264 18.081  0.0760
H -6.839 27.660 19.944  0.0371
H -14.710 29.767 20.333  0.0485
H -11.542 25.750 18.731  0.0680